A cluster of 2 separate species, C7H10N2O in total at a distorted geometry. Source: OMol25; level of theory: wB97M-V/def2-TZVPD.

Structure (XYZ):
```
20
Properties=species:S:1:pos:R:3
O -1.09845 1.54163 0.60121
N 0.15165 -0.70978 -0.30013
N -4.45542 -0.75016 -1.37243
C -4.07784 -1.94051 -1.94966
C -1.91740 -3.30873 -2.18709
C -3.37518 -0.14726 -0.83359
C -5.79651 -0.20001 -1.42563
C -0.90888 -0.56556 -0.81523
C -2.25349 -0.90952 -1.15703
C -2.72111 -2.11043 -1.79593
H -6.08024 0.01071 -2.46486
H -5.82707 0.72988 -0.84849
H -1.30566 2.11082 -0.14590
H -3.44957 0.74300 -0.21370
H -2.55584 -4.04631 -2.69016
H -0.17630 0.96386 0.58302
H -4.78316 -2.51429 -2.54618
H -1.45993 -3.78810 -1.30937
H -1.10027 -3.03596 -2.87061
H -6.51181 -0.91317 -0.99727
```

The multiplicity is 1. As for the SMILES: Cc1cn(C)cc1C#N.O. The charge is 0. The energy above the lowest of the compared OMol25 structures with the same formula, charge and spin is 43.35 kcal/mol. The HOMO-LUMO gap comes out at 9.38 eV.

Atom charges from the Löwdin analysis, given in e for atoms 1 to 6: -0.161 0.136 -0.164 -0.044 -0.047 -0.030